Record 1
25
Properties=species:S:1:pos:R:3 method="wB97M-V/def2-TZVPD" mol_weight_g_mol=189.2 smiles=COc1cnc2c(OC)cccc2c1 homo_lumo_gap_ha=0.3029 e_tot_ev=-17167.5074 de_lowest_kj_mol=410.6
C 4.2592 0.6383 -0.0118
O 3.4700 -0.5034 0.0758
C 2.0774 -0.2704 0.0046
C 1.4831 0.9790 0.1795
N 0.2325 1.0826 0.1347
C -0.5800 0.0501 0.0170
C -2.0011 0.2795 0.0635
O -2.6492 1.5081 -0.2357
C -1.9486 2.7018 -0.0586
C -2.8978 -0.7166 0.2037
C -2.4465 -2.0573 0.1741
C -1.0842 -2.3482 -0.1863
C -0.1471 -1.3044 -0.1471
C 1.2297 -1.3994 -0.1644
H 3.8246 1.4511 -0.7647
H 5.3047 0.3091 -0.5520
H 4.4803 1.1382 1.0882
H 2.0451 1.9958 0.2050
H -2.6376 3.5790 -0.2755
H -1.2106 2.9066 -0.8876
H -1.4465 2.8293 0.9824
H -4.0590 -0.5141 0.2680
H -3.1811 -2.9108 0.2683
H -0.6835 -3.3326 -0.1283
H 1.7068 -2.3811 -0.3128

***

Record 2
26
Properties=species:S:1:pos:R:3 method="wB97M-V/def2-TZVPD" mol_weight_g_mol=307.9 homo_lumo_gap_ha=0.1610 e_tot_ev=-22980.9285 charge=+2
Sn -1.7115 1.3537 -0.7471
C -3.7816 2.1088 -0.2569
H -4.5025 1.3734 -0.5067
H -3.7467 2.5122 0.7700
H -3.6023 2.9148 -0.9894
H -1.3383 3.3923 -1.0144
H -0.6202 3.3186 -1.0868
O -0.5688 2.0446 3.1816
C -0.6937 1.5362 2.0660
O -1.6596 1.8863 1.2142
C 0.2042 0.5026 1.5175
C 1.2411 -0.0720 2.2425
C 2.0129 -1.0530 1.6476
C 1.7536 -1.4689 0.3176
C 2.4737 -2.4847 -0.3936
C 2.1378 -2.7923 -1.7035
C 1.0657 -2.1604 -2.3545
C 0.2966 -1.2351 -1.6595
C 0.6629 -0.8485 -0.3668
N -0.0704 0.1097 0.2596
H 1.3671 0.2939 3.2514
H 2.8322 -1.5210 2.2076
H 3.2843 -2.9939 0.1290
H 2.7240 -3.5477 -2.2420
H 0.8256 -2.3882 -3.3839
H -0.5859 -0.7815 -2.0995